# 1
# C25H49ClO3P2Ti

C25H49ClO3P2Ti as an isolated structure (the ωB97M-V functional and the def2-TZVPD basis, the OMol25 dataset).

HOMO level (alpha / beta) = -5.78 / -5.78 eV
E_tot = -3200.01395 Eh

```
! RIJCOSX wB97M-V def2-TZVPD def2/J DEFGRID3
* xyz 0 1
C -2.62 -4.94 -1.29
C 2.79 2.47 -0.17
C -0.29 -4.31 1.23
C -1.10 0.06 6.35
H -3.67 -4.95 -1.62
H 3.33 2.98 0.64
H 0.26 5.65 1.22
C 1.17 -4.23 1.70
H 1.46 -3.20 1.93
C 1.90 -3.07 -1.55
H 2.11 1.73 0.27
H -3.90 -3.65 0.53
H -0.19 6.54 -1.93
O 1.42 0.65 2.91
C -1.24 -3.93 2.37
H 3.54 1.92 -0.76
H -0.05 -5.93 -1.94
C -0.77 4.46 -1.65
H -1.11 -4.66 3.19
H -0.31 4.22 -2.62
H -0.52 -5.34 0.89
C -1.10 4.10 1.88
C -0.31 0.35 5.22
H 1.52 -0.86 0.33
C 0.26 4.55 1.30
C 0.40 -0.70 4.59
H -2.90 -2.18 0.75
C 1.42 4.14 2.22
C 0.84 -5.36 -1.63
O -0.16 1.60 4.75
H 0.04 -3.58 -2.51
P 0.46 3.96 -0.43
C -2.27 -3.49 -0.92
H -1.35 6.29 -0.60
H -1.56 -1.41 7.84
Ti -0.10 -0.95 0.40
C 0.58 -3.86 -1.59
H -0.01 -3.13 6.90
H -2.23 -2.90 -1.85
C 2.09 3.50 -1.08
H -1.75 0.84 6.76
H 2.37 4.60 1.91
H 1.88 -4.63 0.97
C 2.93 4.76 -1.32
H -1.21 4.48 2.90
O 0.26 -1.17 2.30
H 1.21 -2.66 4.72
H 2.53 -3.40 -2.40
Cl -0.31 -0.01 -1.72
H -1.00 -2.94 2.77
H -4.03 -2.28 -0.59
H 1.55 3.04 2.25
H -1.95 4.49 1.30
C -2.04 3.58 -1.50
H 1.88 3.01 -2.05
H -2.30 -3.93 2.07
H 1.28 -4.81 2.63
C -0.14 -2.17 6.40
H 3.00 5.38 -0.42
P -0.56 -3.28 -0.27
H 1.62 -5.55 -2.38
H 2.52 5.37 -2.13
H 3.95 4.47 -1.60
H 2.46 -3.25 -0.62
C -3.33 -2.87 0.01
H 1.22 4.48 3.24
H -2.57 3.81 -0.56
C 0.77 -0.38 3.18
C -1.06 5.96 -1.61
H -2.72 3.78 -2.33
H -1.79 2.51 -1.51
C 0.54 -1.94 5.20
H -1.18 3.00 1.92
H -1.53 -0.27 0.89
H -1.88 6.19 -2.30
C -0.99 -1.20 6.93
H 1.74 -1.99 -1.64
H 0.51 1.51 4.00
H 1.19 -5.76 -0.68
H -2.01 -5.33 -2.11
H -2.53 -5.61 -0.42
*
```

These are the Mulliken partial charges, in e, on atoms 1 to 6: -1.561 -1.378 0.568 -0.714 0.463 0.298



# 2
# C25H49F7O6PSi

A 5-piece molecular cluster, C25H49F7O6PSi overall (the ωB97M-V functional and the def2-TZVPD basis, the OMol25 dataset).

HOMO level = -3.97 eV
E_tot = -2763.07862 Eh

```
! RIJCOSX wB97M-V def2-TZVPD def2/J DEFGRID3
* xyz -1 1
O -7.11 4.57 -2.70
C -3.88 -0.43 4.45
C -5.24 5.54 -3.83
C -5.96 4.43 -3.12
C -5.22 3.12 -2.94
H 0.94 -0.98 -5.87
C 3.79 -1.22 -1.89
H 1.14 -1.83 1.91
F -3.34 0.96 -2.65
H 2.59 1.94 1.45
H 8.24 3.08 -0.10
H -1.95 -3.29 4.43
H -1.49 -4.04 2.69
H -1.71 -0.68 4.14
H 0.48 0.10 -8.29
C 7.61 2.48 0.57
C 1.36 -0.99 2.70
H 0.97 -1.39 3.74
F -2.39 -1.24 -3.73
H -5.90 -4.35 4.04
H -4.93 -0.36 3.93
H -4.32 3.29 -2.34
H 0.55 0.59 -5.10
H -3.68 0.60 5.02
H -3.29 -5.65 5.00
F -1.15 -1.96 -1.79
H -3.58 -2.11 2.05
C -2.48 -1.98 2.52
C 0.05 1.79 3.66
O 3.05 1.06 -6.86
H 1.42 1.56 -8.69
O 3.96 -0.29 0.30
C 0.89 1.03 -7.89
C -4.96 -3.62 4.03
C 1.86 0.73 -6.78
H -3.86 -1.30 5.26
C -1.51 -0.77 -2.61
H -4.97 2.70 -3.91
H -0.78 1.29 4.34
H 0.92 2.64 0.67
H -0.29 2.86 3.33
H 0.09 1.67 -7.51
O -2.57 0.53 2.39
H 3.61 -2.29 -2.02
H -5.26 -2.64 3.47
H 4.41 -0.83 -2.70
H 1.01 1.92 4.35
H -2.67 -6.39 3.28
H -4.98 5.22 -4.85
H -4.08 -4.37 2.06
P -1.51 0.12 1.07
H 6.53 -1.24 -1.11
H 2.83 -0.70 -1.90
C -2.21 0.45 -1.78
H -0.60 -0.21 -0.01
H 10.34 2.15 1.30
F -3.84 1.12 0.02
C 5.83 -1.61 -0.36
H 2.50 -0.72 2.81
H 5.74 -2.70 -0.43
O 8.03 0.15 0.87
C -3.53 -5.83 3.85
F -3.60 -1.23 -0.35
C 8.39 1.30 1.09
C -2.84 0.04 -0.32
H 10.08 0.65 2.22
C 1.33 0.00 -5.57
H -1.52 1.57 0.84
C -2.62 -0.59 3.39
C 9.62 1.60 1.91
H 2.14 -0.16 -4.86
H -4.52 -6.47 3.79
C -3.70 -4.32 3.19
O -1.50 -1.61 1.46
H 1.66 1.05 -0.04
H -5.87 2.41 -2.41
H -4.33 5.81 -3.28
F -0.22 -0.24 -3.18
Si 0.40 0.61 2.13
H 6.20 -1.35 0.63
C -2.30 -3.41 3.30
H -4.56 -3.44 5.12
C 4.48 -0.98 -0.57
H 6.75 2.12 0.00
H 7.25 3.09 1.40
C 1.56 1.68 0.96
H 9.35 2.17 2.80
H -5.89 6.41 -3.89
F -1.23 1.59 -1.72
*
```

These are the Mulliken partial charges, in e, on atoms 1 to 6: -0.582 -1.232 -1.053 0.697 -0.840 0.340



# 3
# C25H49FO20S

A 6-piece molecular cluster, C25H49FO20S overall (the ωB97M-V functional and the def2-TZVPD basis, the OMol25 dataset).

HOMO level = -10.29 eV
E_tot = -2984.66756 Eh

```
! RIJCOSX wB97M-V def2-TZVPD def2/J DEFGRID3
* xyz 0 1
C 7.30 -6.11 6.86
H 0.93 -2.09 4.12
O -5.85 2.59 -4.15
H -5.82 5.34 -4.85
H 7.45 -7.20 6.87
H -1.64 -11.48 -1.50
H 0.77 -3.85 4.07
H 3.40 -2.28 3.70
O -8.61 7.87 0.81
H -2.27 9.04 -2.61
H 3.27 -4.04 3.74
C 6.89 -5.64 5.47
C -1.61 8.40 -3.21
H 6.53 -5.85 7.60
O 6.58 -4.24 5.48
H 1.20 -8.97 2.82
H 0.52 -0.89 -3.10
H -4.45 3.58 -2.76
H 0.91 -5.74 -0.33
H 0.45 4.44 -5.25
H -3.74 2.89 -4.36
O -0.88 -10.13 1.92
O -0.17 10.20 -1.78
C -1.22 9.07 -4.51
H 1.81 -7.54 1.96
O -8.11 3.81 -4.50
C -3.08 -10.43 -0.30
H -3.21 -9.58 -0.98
H 1.49 10.11 0.16
C -7.14 4.98 0.24
H 5.98 -6.17 5.16
C -1.71 -11.06 -0.48
C 2.08 9.49 -0.53
C 0.89 0.47 -1.48
H -4.19 4.77 -5.73
C -7.57 7.28 0.22
C 0.94 -8.19 2.10
C 0.28 2.25 -3.89
H -3.87 -11.16 -0.48
O 1.61 -5.15 2.06
O 8.82 -3.73 5.49
O -0.11 0.97 -3.64
F -3.88 5.88 -3.93
H 2.61 -5.16 -0.55
H -1.31 4.69 -5.31
O 0.59 -8.75 0.84
O 1.37 2.73 -3.60
H -7.13 2.82 -0.72
H 7.73 -0.16 5.55
H 1.25 1.48 -1.30
C -0.37 -9.71 0.90
C 7.64 -3.40 5.49
C 1.37 -3.00 3.69
H 0.11 -7.58 2.47
H -7.88 4.52 1.02
H 8.65 -1.20 6.66
H -0.12 0.40 -1.04
H 8.23 -5.63 7.19
C -4.68 3.46 -3.91
H 1.55 -0.23 -0.95
H 2.84 8.97 0.05
C 2.82 -3.11 4.11
C -0.49 4.29 -4.71
H -0.48 4.82 -3.75
C -4.74 4.91 -4.70
H -6.46 7.72 0.23
C 1.40 -4.05 1.58
H 2.91 -3.10 5.20
O -7.86 6.04 -0.54
S -7.25 3.16 -3.36
O 1.27 8.52 -1.18
H -2.16 7.48 -3.42
H -1.55 -11.89 0.22
C 0.84 0.15 -2.96
H 7.66 -5.86 4.73
H 2.57 10.12 -1.28
H 1.31 -4.59 -1.62
H -2.10 9.27 -5.13
O 1.31 -3.77 0.25
H -5.47 3.83 -0.80
O 7.17 -2.13 5.54
C 8.19 -1.14 5.66
H -0.70 10.02 -4.34
H 8.95 -1.26 4.88
O -0.45 8.02 -2.46
C 0.18 9.03 -1.80
O -0.67 -10.08 -0.37
H -0.53 8.43 -5.08
C 1.55 -4.88 -0.60
O -6.93 4.42 -2.26
H 1.83 0.24 -3.43
C -6.64 3.87 -0.91
H -3.20 -10.04 0.72
O -0.74 2.90 -4.48
H -6.22 5.44 0.84
O 1.25 -2.89 2.27
*
```

These are the Mulliken partial charges, in e, on atoms 1 to 6: -1.100 0.303 -0.351 0.274 0.361 0.283